Molecular formula: C40H80N2O6Si
Method: DFT, ωB97M-V with the def2-TZVPD basis set

Properties
* HOMO energy (spin up / spin down): -7.98 / -8.98 eV
* largest force on an atom: 1.8 eV/Å
* spin multiplicity: 3
* E_tot: -2422.49294 Ha
* LUMO (spin up / spin down): 0.4704 / 0.3502 eV
* frontier orbital gap (spin up / spin down): 8.5 / 9.3 eV

Bonds (Å) are listed after each position.
Element x y z (Å)
1 C -11.56 0.22 2.32  C2 1.525, H28 1.085, H29 1.088, H30 1.084
2 C -10.40 1.10 1.90  C1 1.525, C3 1.522, H31 1.087, H32 1.088
3 C -9.41 0.38 0.99  C2 1.522, C4 1.527, H33 1.088, H34 1.091
4 C -8.19 1.24 0.66  C3 1.527, C5 1.528, H35 1.090, H36 1.088
5 C -7.17 1.27 1.80  C4 1.528, C6 1.541, H37 1.086, H38 1.085
6 C -6.17 0.11 1.73  C5 1.541, C7 1.543, H39 1.088, H40 1.087
7 C -4.78 0.50 1.19  C6 1.543, C8 1.536, H41 1.088, H42 1.086
8 C -3.63 0.23 2.18  C7 1.536, C9 1.526, H43 1.086, H44 1.089
9 C -2.90 -1.07 1.90  C8 1.526, C10 1.536, H45 1.090, H46 1.086
10 C -1.90 -1.04 0.73  C9 1.536, C11 1.528, H47 1.090, H48 1.085
11 C -1.26 0.32 0.46  C10 1.528, C12 1.532, H49 1.089, H50 1.086
12 C -0.36 0.78 1.61  C11 1.532, C13 1.549, H51 1.084, H52 1.088
13 C -0.21 2.33 1.62  C12 1.549, C14 1.525, H53 1.090, H54 1.084
14 C 1.16 2.89 1.93  C13 1.525, C15 1.572, C22 1.535, C26 1.511
15 C 1.18 4.42 1.55  C14 1.572, C16 1.523, H55 1.086, H56 1.084
16 C 1.72 5.40 2.57  C15 1.523, O17 1.428, H57 1.091, H58 1.088
17 O 3.10 5.68 2.31  C16 1.428, Si18 1.664
18 Si 3.80 6.90 3.20  O17 1.664, C19 1.891, C20 1.868, C21 1.875
19 C 3.76 6.38 5.02  Si18 1.891, H59 1.084, H60 1.087, H61 1.086
20 C 5.56 7.18 2.63  Si18 1.868, H62 1.087, H63 1.086, H64 1.085
21 C 2.90 8.53 3.06  Si18 1.875, H65 1.085, H66 1.087, H67 1.087
22 C 2.32 2.30 1.11  C14 1.535, O23 1.213, O24 1.347
23 O 2.28 1.91 -0.04  C22 1.213
24 O 3.45 2.36 1.83  C22 1.347, C25 1.432
25 C 3.19 2.71 3.20  O24 1.432, C26 1.516, H68 1.083, H69 1.084
26 C 1.69 2.53 3.30  C14 1.511, C25 1.516, O27 1.410, H70 1.098
27 O 1.08 3.04 4.47  C26 1.410, H71 0.956
28 H -12.29 0.09 1.53  C1 1.085
29 H -11.17 -0.77 2.57  C1 1.088
30 H -12.05 0.59 3.22  C1 1.084
31 H -10.74 2.00 1.40  C2 1.087
32 H -9.88 1.42 2.80  C2 1.088
33 H -9.94 0.08 0.08  C3 1.088
34 H -9.08 -0.53 1.48  C3 1.091
35 H -8.55 2.25 0.46  C4 1.090
36 H -7.72 0.91 -0.26  C4 1.088
37 H -7.73 1.19 2.73  C5 1.086
38 H -6.63 2.22 1.79  C5 1.085
39 H -6.58 -0.68 1.10  C6 1.088
40 H -6.08 -0.33 2.72  C6 1.087
41 H -4.60 -0.08 0.29  C7 1.088
42 H -4.79 1.54 0.90  C7 1.086
43 H -2.97 1.09 2.24  C8 1.086
44 H -4.08 0.14 3.17  C8 1.089
45 H -3.67 -1.80 1.65  C9 1.090
46 H -2.44 -1.44 2.82  C9 1.086
47 H -1.09 -1.73 0.98  C10 1.090
48 H -2.33 -1.42 -0.19  C10 1.085
49 H -0.64 0.21 -0.42  C11 1.089
50 H -2.01 1.07 0.24  C11 1.086
51 H 0.60 0.30 1.58  C12 1.084
52 H -0.86 0.50 2.54  C12 1.088
53 H -0.89 2.70 2.39  C13 1.090
54 H -0.54 2.73 0.67  C13 1.084
55 H 1.80 4.54 0.66  C15 1.086
56 H 0.18 4.74 1.27  C15 1.084
57 H 1.16 6.33 2.47  C16 1.091
58 H 1.60 5.07 3.60  C16 1.088
59 H 4.59 6.80 5.56  C19 1.084
60 H 2.84 6.76 5.46  C19 1.087
61 H 3.76 5.30 5.09  C19 1.086
62 H 5.57 7.95 1.86  C20 1.087
63 H 6.15 7.55 3.46  C20 1.086
64 H 6.03 6.28 2.24  C20 1.085
65 H 2.91 8.89 2.03  C21 1.085
66 H 3.38 9.26 3.70  C21 1.087
67 H 1.87 8.45 3.40  C21 1.087
68 H 3.71 2.02 3.85  C25 1.083
69 H 3.58 3.71 3.37  C25 1.084
70 H 1.57 1.44 3.36  C26 1.098
71 H 0.18 3.28 4.27  O27 0.956
72 C -1.16 -5.27 -4.94  C73 1.543, H83 1.088, H84 1.090, H85 1.089
73 C -0.90 -4.61 -3.58  C72 1.543, C74 1.529, N78 1.494, C82 1.523
74 C -0.03 -5.51 -2.71  C73 1.529, C75 1.528, H86 1.095, H87 1.093
75 C -0.76 -6.74 -2.17  C74 1.528, C76 1.527, H88 1.093, H89 1.092
76 C -2.04 -6.32 -1.44  C75 1.527, C77 1.528, H90 1.092, H91 1.095
77 C -2.96 -5.43 -2.29  C76 1.528, N78 1.494, C80 1.540, C81 1.524
78 N -2.18 -4.29 -2.88  C73 1.494, C77 1.494, O79 1.295
79 O -2.02 -3.35 -2.00  N78 1.295
80 C -3.64 -6.26 -3.39  C77 1.540, H92 1.090, H93 1.090, H94 1.087
81 C -4.08 -4.88 -1.43  C77 1.524, H95 1.088, H96 1.089, H97 1.091
82 C -0.16 -3.31 -3.87  C73 1.523, H98 1.091, H99 1.090, H100 1.088
83 H -1.32 -6.35 -4.88  C72 1.088
84 H -2.02 -4.82 -5.44  C72 1.090
85 H -0.30 -5.13 -5.60  C72 1.089
86 H 0.36 -4.94 -1.86  C74 1.095
87 H 0.84 -5.83 -3.30  C74 1.093
88 H -0.99 -7.44 -2.97  C75 1.093
89 H -0.11 -7.27 -1.47  C75 1.092
90 H -2.60 -7.20 -1.13  C76 1.092
91 H -1.77 -5.78 -0.53  C76 1.095
92 H -4.16 -5.62 -4.10  C80 1.090
93 H -4.37 -6.94 -2.95  C80 1.090
94 H -2.95 -6.89 -3.96  C80 1.087
95 H -3.71 -4.35 -0.55  C81 1.088
96 H -4.70 -5.70 -1.07  C81 1.089
97 H -4.71 -4.19 -1.99  C81 1.091
98 H -0.79 -2.63 -4.46  C82 1.091
99 H 0.73 -3.53 -4.45  C82 1.090
100 H 0.14 -2.79 -2.96  C82 1.088
101 C 5.91 0.58 -0.80  C102 1.543, H112 1.089, H113 1.091, H114 1.089
102 C 5.46 0.15 -2.22  C101 1.543, C103 1.526, N107 1.496, C111 1.521
103 C 4.46 -1.00 -2.11  C102 1.526, C104 1.528, H115 1.095, H116 1.092
104 C 5.11 -2.33 -1.73  C103 1.528, C105 1.528, H117 1.094, H118 1.089
105 C 6.27 -2.66 -2.66  C104 1.528, C106 1.528, H119 1.093, H120 1.096
106 C 7.30 -1.54 -2.77  C105 1.528, N107 1.493, C109 1.540, C110 1.524
107 N 6.63 -0.24 -3.06  C102 1.496, C106 1.493, O108 1.293
108 O 6.35 -0.14 -4.32  N107 1.293
109 C 8.13 -1.45 -1.48  C106 1.540, H121 1.090, H122 1.090, H123 1.087
110 C 8.29 -1.85 -3.89  C106 1.524, H124 1.088, H125 1.090, H126 1.091
111 C 4.78 1.37 -2.82  C102 1.521, H127 1.091, H128 1.089, H129 1.088
112 H 6.06 -0.26 -0.12  C101 1.089
113 H 6.84 1.15 -0.85  C101 1.091
114 H 5.16 1.21 -0.35  C101 1.089
115 H 3.95 -1.12 -3.08  C103 1.095
116 H 3.69 -0.73 -1.39  C103 1.092
117 H 5.45 -2.30 -0.69  C104 1.094
118 H 4.37 -3.12 -1.78  C104 1.089
119 H 6.78 -3.57 -2.33  C105 1.093
120 H 5.87 -2.88 -3.66  C105 1.096
121 H 8.76 -0.56 -1.48  C109 1.090
122 H 8.79 -2.32 -1.40  C109 1.090
123 H 7.53 -1.45 -0.57  C109 1.087
124 H 7.80 -2.04 -4.84  C110 1.088
125 H 8.85 -2.75 -3.62  C110 1.090
126 H 9.01 -1.04 -4.02  C110 1.091
127 H 5.49 2.20 -2.92  C111 1.091
128 H 3.98 1.69 -2.15  C111 1.089
129 H 4.34 1.17 -3.79  C111 1.088

Results of the Löwdin charge analysis, in e, for atoms 1 through 6: C -0.11; C -0.28; C -0.23; C -0.22; C -0.20; C -0.20